(1)
DFT (the ωB97M-V functional and the def2-TZVPD basis) results for a 6-piece molecular cluster, C24H50BrN4O8S overall.

Each line ends with the Löwdin charge.
Element x y z (Å)
Br  2.5721  0.1174  -1.7742  1.00
S  1.2392  3.1925  0.7291  0.92
O  5.3958  -3.3393  2.2595  -0.09
O  -3.7197  -5.4268  -0.4966  0.13
O  -0.6193  -0.8263  2.5099  0.15
O  3.0428  -1.2924  -6.1220  -0.09
O  -4.7851  1.7990  -0.4728  -0.08
O  -1.3369  1.2394  2.2709  0.12
O  1.6174  8.2050  1.3413  -0.07
O  -3.9919  2.8776  2.7106  -0.11
N  0.9476  -0.5375  -1.2583  -0.34
N  -0.1817  1.5899  -1.0212  0.14
N  -1.1179  -0.5877  -0.6197  0.08
N  -4.3468  -3.8242  0.9974  0.13
C  0.4094  7.7634  0.7337  -0.32
C  -0.1114  0.2243  -0.9671  -0.34
C  -3.6762  -4.2788  -0.1713  -0.51
C  -4.9693  4.1598  0.1565  -0.07
C  3.0296  -4.6981  -0.0918  -0.25
C  -0.4299  6.9042  1.6615  -0.11
C  2.7623  1.1038  -5.7396  -0.10
C  -4.0587  3.0036  -0.1954  -0.32
C  7.1052  -5.0816  2.0600  -0.08
C  1.6036  -2.9730  -1.3584  -0.14
C  0.6268  -1.8858  -1.1042  -0.19
C  -2.8726  -3.2866  -0.9939  -0.09
C  -1.5172  0.0698  2.0854  -0.51
C  -0.6775  -1.9138  -0.7093  -0.11
C  -2.6697  4.8763  3.0981  -0.09
C  0.4863  2.3004  -0.2575  -0.75
C  3.7224  -0.0531  -5.9442  -0.33
C  -3.4390  3.7267  3.7149  -0.29
C  1.9817  -5.7939  -0.3084  -0.09
C  -1.4529  -3.1593  -0.4227  -0.09
C  -2.4189  -0.0897  -0.1762  -0.08
C  6.3602  -3.9411  1.3946  -0.32
C  2.4854  -3.2753  -0.1373  -0.19
C  -2.6912  -0.4416  1.2863  -0.04
H  -0.8705  -3.9449  -0.8961  0.12
H  1.9399  -6.1079  -1.3490  0.08
H  2.2202  -2.6848  -2.2097  0.11
H  7.8107  -5.5454  1.3703  0.08
H  1.9671  -3.0386  0.7917  0.12
H  -1.3566  6.5972  1.1756  0.07
H  -4.2751  4.0866  4.3115  0.12
H  -2.8354  -3.7095  -1.9923  0.13
H  4.3512  -0.1906  -5.0644  0.10
H  2.1176  1.2388  -6.6099  0.08
H  4.3808  0.1403  -6.7961  0.11
H  3.2977  2.0382  -5.5655  0.08
H  -3.7818  -3.9194  1.8328  0.09
H  2.1348  7.4336  1.5897  0.08
H  2.1837  -6.6658  0.3035  0.08
H  -2.2355  5.5232  3.8609  0.08
H  3.4613  -4.8251  0.9000  0.10
H  -3.4273  3.2586  -1.0550  0.12
H  3.8600  -4.8181  -0.7857  0.11
H  -1.4328  -3.4033  0.6427  0.12
H  -4.6224  -2.8522  0.9192  0.08
H  -5.5820  3.9077  1.0212  0.08
H  3.3380  -2.5962  -0.1770  0.10
H  -3.3186  5.4748  2.4573  0.07
H  5.8601  -2.9949  3.0285  0.08
H  -2.7846  3.1405  4.3688  0.11
H  -3.4056  2.7712  0.6484  0.07
H  -3.5857  0.0925  1.5967  0.14
H  -5.6364  4.3910  -0.6766  0.08
H  7.0634  -3.1817  1.0373  0.11
H  6.4040  -5.8411  2.4063  0.08
H  -3.2423  2.5499  2.2017  0.02
H  1.0515  -3.8503  -1.6847  0.11
H  0.6364  7.2164  -0.1897  0.11
H  -2.8111  -1.5171  1.4072  0.09
H  2.4939  -1.2237  -6.9092  0.08
H  -3.4075  -2.3413  -1.0279  0.09
H  -5.3689  1.9800  -1.2165  0.09
H  5.7954  -4.3045  0.5377  0.09
H  -0.6718  7.4465  2.5749  0.08
H  0.9878  -5.4251  -0.0521  0.06
H  -2.3859  0.9921  -0.2355  0.10
H  7.6630  -4.7238  2.9278  0.08
H  2.1184  0.9005  -4.8818  0.04
H  -4.3908  5.0541  0.3886  0.07
H  0.1154  6.0012  1.9520  0.05
H  -3.2120  -0.4001  -0.8439  0.12
H  -1.8603  4.4824  2.4790  0.06
H  -0.9263  -1.7277  2.3604  0.11
H  -0.1289  8.6687  0.4597  0.11

Summary:
**ΔE to the lowest compared entry with this formula, charge and spin**: 0.0 kJ/mol
**E_LUMO**: -3.59 eV
**Highest occupied orbital energy**: -0.4445 Eh
**Total charge**: +1
**Molecular weight**: 634.65 g mol⁻¹

---

(2)
DFT (the ωB97M-V functional and the def2-TZVPD basis) results for C24H50Cl2P2Si2Tc as an isolated structure.

Each line ends with the Löwdin charge.
Element x y z (Å)
Tc  0.2156  -0.2572  -0.2041  0.75
Cl  -1.6045  3.7223  1.4781  0.52
Cl  -0.9810  -1.6690  1.1537  -0.02
P  1.4657  0.3835  1.9779  0.93
P  -2.0996  0.2113  -1.3218  0.92
Si  -1.1225  -2.2664  -2.8931  0.54
Si  3.0913  -2.0565  1.0046  0.54
C  -1.2372  -4.1099  -2.5442  -0.17
C  -1.1382  -1.8682  -4.7245  -0.17
C  -0.8142  5.0984  0.6419  -0.48
C  1.0891  -2.0975  -1.0587  -0.34
C  1.3833  0.5918  4.8158  -0.12
C  -1.9774  1.2455  -2.8773  -0.55
C  -4.9320  0.2822  -1.0337  -0.13
C  0.7281  1.1074  3.5346  -0.53
C  2.5106  2.8922  1.2540  -0.12
C  2.9482  1.4876  1.6842  -0.55
C  2.1198  -1.3003  -0.4715  -0.40
C  2.1045  -0.0329  -1.2030  -0.25
C  -3.2115  1.1821  -3.7788  -0.12
C  1.0411  -0.0852  -2.1822  -0.25
C  -2.5415  -1.4291  -1.9641  -0.43
C  4.8940  -1.5640  0.8576  -0.17
C  0.3827  -1.3875  -2.0780  -0.40
C  -1.5979  2.6937  -2.5486  -0.13
C  3.9375  1.5410  2.8496  -0.12
C  -0.7810  0.8733  3.5763  -0.16
C  -3.6355  0.8933  -0.5032  -0.53
C  2.8555  -3.9072  1.2349  -0.17
C  -3.5552  0.7328  1.0142  -0.16
C  2.2268  -1.1963  2.4505  -0.42
H  -3.4252  -0.3072  1.3279  0.04
H  1.7946  -4.1447  1.3849  0.03
H  -2.7181  1.3100  1.4041  -0.02
H  -1.6347  5.6966  0.2385  0.02
H  -2.8052  -2.0171  -1.0660  0.04
H  -0.3614  5.6990  1.4342  0.02
H  0.8359  0.7167  -2.8903  0.09
H  4.2710  0.5478  3.1799  0.06
H  -4.9954  -0.7872  -0.7984  0.08
H  -3.4195  -1.3063  -2.6157  0.03
H  2.9341  -0.9946  3.2691  0.03
H  3.4952  2.0556  3.7118  0.07
H  3.3898  3.4692  0.9521  0.08
H  -5.0430  0.3959  -2.1154  0.05
H  5.4615  -1.9122  1.7288  0.04
H  1.8649  2.8761  0.3668  0.06
H  -0.0841  4.7806  -0.1195  0.03
H  3.2000  -4.4574  0.3512  0.03
H  -2.4212  3.2201  -2.0421  0.07
H  -1.1407  0.7908  -3.4293  0.06
H  1.2112  -0.4831  4.9492  0.08
H  -3.6383  1.9759  -0.7277  0.09
H  -0.3559  -4.6359  -2.9302  0.03
H  1.3837  -1.8146  2.8103  0.04
H  -4.0683  1.6721  -3.3002  0.07
H  -2.1293  -4.5543  -3.0147  0.04
H  5.0278  -0.4873  0.7601  0.02
H  5.3236  -2.0374  -0.0317  0.04
H  0.8971  2.1979  3.4668  0.10
H  -1.3938  3.2345  -3.4775  0.08
H  -1.0513  -0.1853  3.5212  0.04
H  -3.0023  1.7062  -4.7218  0.08
H  2.7866  0.8117  -1.0976  0.09
H  3.4182  -4.2794  2.1063  0.04
H  -1.2581  1.3875  2.7431  -0.01
H  0.9274  -3.1605  -0.8242  0.09
H  -4.4512  1.1317  1.5045  0.08
H  -5.7855  0.7657  -0.5469  0.08
H  -1.1474  -0.7968  -4.9219  0.02
H  3.4642  1.0153  0.8343  0.06
H  -2.0100  -2.3230  -5.2100  0.04
H  -0.2403  -2.2870  -5.1911  0.04
H  -0.6676  2.7615  -1.9706  0.06
H  4.8340  2.0973  2.5431  0.08
H  -1.2909  -4.2951  -1.4640  0.03
H  2.4628  0.7643  4.8387  0.05
H  0.9359  1.0947  5.6797  0.08
H  -1.2247  1.2951  4.4860  0.08
H  2.0351  3.4370  2.0841  0.07
H  -3.5059  0.1558  -4.0377  0.06

Summary:
**E_LUMO (spin up / spin down)**: 0.62 / 0.17 eV
**Highest occupied orbital energy (spin up / spin down)**: -0.1419 / -0.2374 Eh
**Expectation value of S²**: 3.774
**Multiplicity**: 4
**Molecular weight**: 625.69 g mol⁻¹